Formula: C7H15BO2
Source: OMol25
Level of theory: the ωB97M-V functional and the def2-TZVPD basis

Frontier orbital gap (spin up / spin down): 7.6 / 7.1 eV
ΔE to the lowest compared entry with this formula, charge and spin: 2.136 eV
HOMO energy (spin up / spin down): -7.36 / -6.94 eV
Energy: -12268.090 eV

```
25
C7H15BO2, DFT the ωB97M-V functional and the def2-TZVPD basis
B -1.19 -0.13 0.20
C 1.56 0.82 0.19
C -3.36 1.48 -0.18
C -2.28 -2.34 1.30
C 4.47 -0.06 -0.25
C -1.87 1.20 0.00
C -1.51 -1.65 0.11
C 3.47 0.55 -1.17
O 2.07 1.75 0.85
O 2.11 0.19 -0.83
H -3.89 1.16 0.70
H -3.79 2.49 -0.50
H -3.70 0.89 -1.13
H -2.95 -1.65 1.67
H -2.72 -3.14 0.97
H -1.48 -2.57 2.13
H 5.20 0.62 -0.09
H 3.93 -0.29 0.67
H 5.03 -0.90 -0.75
H -1.34 2.04 -0.60
H -1.69 1.63 1.04
H -0.65 -2.23 -0.20
H -2.29 -1.75 -0.76
H 3.49 0.29 -2.29
H 3.39 1.62 -1.10
```

Löwdin atomic charge list, values in e, 5 entries: number 1, B, carries 0.032; number 2, C, carries -0.311; number 3, C, carries -0.146; number 4, C, carries -0.079; number 5, C, carries -0.061


Formula: C60H165N15O15
Source: OMol25
Level of theory: the ωB97M-V functional and the def2-TZVPD basis

Frontier orbital gap: 9.1 eV
ΔE to the lowest compared entry with this formula, charge and spin: 4.416 eV
HOMO energy: -8.57 eV
Energy: -117949.692 eV

```
255
C60H165N15O15, DFT the ωB97M-V functional and the def2-TZVPD basis
C 2.18 -3.02 1.45
C 2.85 -3.94 2.43
C 4.31 -3.55 2.72
O 4.78 -4.40 3.80
C 6.16 -4.13 4.09
N 2.03 -3.85 3.60
H 1.17 -3.41 1.22
H 2.73 -2.99 0.55
H 2.06 -1.93 1.74
H 2.88 -4.93 1.97
H 4.36 -2.56 3.05
H 5.01 -3.67 1.90
H 6.31 -3.18 4.58
H 6.79 -4.12 3.20
H 6.51 -4.87 4.84
H 2.13 -2.88 3.91
H 2.28 -4.50 4.30
C -0.67 -0.38 6.05
C 0.34 -1.27 6.77
C -0.07 -2.71 6.67
O -1.41 -2.91 7.07
C -1.64 -4.32 7.25
N 1.70 -1.14 6.30
H -0.26 0.65 5.93
H -1.63 -0.42 6.53
H -0.79 -0.80 5.09
H 0.24 -1.01 7.83
H 0.68 -3.27 7.29
H 0.04 -3.12 5.67
H -2.65 -4.40 7.52
H -0.98 -4.69 8.06
H -1.47 -4.81 6.33
H 2.32 -1.20 7.08
H 1.86 -0.24 5.82
C 4.14 -3.96 -2.77
C 4.99 -2.69 -3.07
C 6.18 -2.59 -2.18
O 5.78 -2.63 -0.85
C 6.07 -1.40 -0.16
N 5.51 -2.57 -4.46
H 3.74 -3.92 -1.74
H 4.92 -4.75 -2.81
H 3.26 -4.00 -3.48
H 4.34 -1.86 -2.95
H 6.74 -1.67 -2.38
H 6.92 -3.37 -2.50
H 5.91 -1.56 0.91
H 5.31 -0.67 -0.54
H 7.08 -1.05 -0.34
H 6.18 -3.37 -4.64
H 4.69 -2.70 -5.09
C -2.81 -5.66 1.82
C -1.75 -4.80 2.42
C -2.19 -3.98 3.66
O -3.17 -3.07 3.33
C -3.64 -2.33 4.42
N -0.56 -5.63 2.66
H -3.75 -5.13 1.78
H -2.92 -6.58 2.37
H -2.51 -5.84 0.83
H -1.42 -4.10 1.65
H -1.28 -3.52 4.04
H -2.57 -4.65 4.45
H -4.06 -2.87 5.28
H -4.38 -1.57 4.07
H -2.88 -1.66 4.86
H -0.80 -6.51 3.11
H 0.28 -5.14 2.97
C -1.47 -0.95 -0.05
C -0.92 0.30 -0.65
C 0.34 0.08 -1.43
O 1.25 -0.82 -0.73
C 2.47 -1.07 -1.40
N -1.88 0.98 -1.51
H -2.27 -0.65 0.65
H -0.72 -1.44 0.59
H -1.92 -1.61 -0.78
H -0.69 0.93 0.20
H 0.92 0.93 -1.72
H 0.06 -0.47 -2.33
H 3.23 -0.96 -0.63
H 2.56 -0.28 -2.20
H 2.40 -2.04 -1.79
H -2.15 0.46 -2.32
H -2.70 1.22 -0.98
C -1.87 1.49 -5.39
C -3.21 1.96 -4.93
C -4.17 0.82 -4.61
O -3.80 0.11 -3.50
C -4.71 -0.92 -3.21
N -3.06 2.90 -3.81
H -1.86 0.82 -6.24
H -1.27 0.92 -4.65
H -1.24 2.36 -5.56
H -3.63 2.61 -5.74
H -4.27 0.14 -5.47
H -5.19 1.21 -4.40
H -5.15 -1.43 -4.07
H -5.55 -0.48 -2.57
H -4.19 -1.64 -2.58
H -2.62 2.37 -3.07
H -4.00 3.17 -3.50
C 5.58 2.75 -2.88
C 5.16 1.35 -3.47
C 4.24 1.57 -4.66
O 3.09 2.05 -4.09
C 2.26 2.78 -4.97
N 6.46 0.62 -3.84
H 5.98 2.52 -1.88
H 4.74 3.36 -2.74
H 6.25 3.23 -3.58
H 4.58 0.76 -2.71
H 4.04 0.60 -5.19
H 4.76 2.24 -5.41
H 1.97 2.19 -5.83
H 2.86 3.65 -5.27
H 1.38 3.15 -4.42
H 7.03 1.24 -4.43
H 6.27 -0.25 -4.34
C 1.20 -0.94 -6.17
C 1.41 -2.25 -5.36
C 0.09 -2.96 -5.27
O -0.82 -2.17 -4.51
C -2.14 -2.33 -4.97
N 2.38 -3.10 -6.09
H 0.51 -1.07 -7.01
H 2.18 -0.65 -6.65
H 0.83 -0.08 -5.61
H 1.68 -1.89 -4.41
H 0.23 -3.96 -4.80
H -0.28 -2.95 -6.30
H -2.53 -3.24 -4.52
H -2.13 -2.48 -6.07
H -2.68 -1.43 -4.72
H 2.16 -2.98 -7.09
H 2.35 -4.07 -5.76
C -3.06 3.63 2.46
C -4.52 3.28 2.26
C -4.63 1.85 1.63
O -4.18 1.81 0.30
C -5.27 2.12 -0.57
N -5.24 3.27 3.54
H -2.62 3.96 1.51
H -2.49 2.77 2.70
H -3.03 4.41 3.18
H -4.92 4.06 1.60
H -5.68 1.53 1.67
H -4.05 1.15 2.24
H -6.03 1.30 -0.57
H -4.73 2.21 -1.48
H -5.75 3.05 -0.26
H -4.55 3.27 4.29
H -5.87 4.06 3.54
C 6.03 0.81 4.51
C 4.55 0.57 4.71
C 3.76 0.75 3.47
O 2.43 0.54 3.79
C 1.58 0.92 2.76
N 4.45 -0.84 5.13
H 6.53 0.72 5.47
H 6.36 1.80 4.14
H 6.41 -0.01 3.93
H 4.06 1.17 5.48
H 3.92 -0.06 2.69
H 3.97 1.77 2.97
H 0.60 0.46 2.95
H 1.86 0.44 1.82
H 1.51 2.01 2.73
H 4.90 -0.87 6.05
H 3.48 -1.15 5.12
C -8.80 -2.42 -2.20
C -8.58 -2.99 -0.74
C -7.34 -2.39 0.00
O -6.10 -2.62 -0.69
C -5.09 -2.13 0.12
N -9.77 -2.74 0.05
H -9.66 -2.88 -2.67
H -7.88 -2.51 -2.78
H -8.96 -1.30 -2.13
H -8.51 -4.03 -0.72
H -7.37 -2.92 0.96
H -7.48 -1.33 0.21
H -5.01 -2.78 1.02
H -5.24 -1.08 0.37
H -4.19 -2.17 -0.52
H -10.51 -3.22 -0.43
H -9.97 -1.72 0.05
C 6.57 4.80 2.38
C 5.30 5.39 1.85
C 4.15 4.42 1.60
O 4.60 3.35 0.70
C 3.51 2.78 0.07
N 4.77 6.30 2.84
H 7.13 4.24 1.64
H 6.42 4.08 3.22
H 7.27 5.64 2.59
H 5.57 5.95 0.92
H 3.29 4.88 1.03
H 3.68 3.99 2.50
H 2.77 2.35 0.80
H 3.77 1.86 -0.51
H 3.02 3.55 -0.53
H 3.96 5.94 3.31
H 5.44 6.74 3.46
C -5.85 8.22 -0.46
C -4.66 7.35 0.01
C -4.81 7.07 1.57
O -4.97 8.28 2.26
C -3.83 9.04 2.51
N -4.74 5.98 -0.58
H -5.87 9.25 -0.13
H -6.76 7.73 -0.11
H -5.93 8.36 -1.57
H -3.75 7.87 -0.16
H -3.91 6.61 1.98
H -5.66 6.39 1.68
H -3.00 8.39 2.86
H -4.12 9.77 3.29
H -3.44 9.51 1.57
H -4.87 6.08 -1.56
H -3.84 5.50 -0.38
C 0.04 3.99 0.13
C -0.53 5.02 -0.76
C 0.47 5.39 -1.92
O 1.63 5.81 -1.34
C 2.57 6.19 -2.39
N -1.87 4.44 -1.18
H -0.68 3.74 0.90
H 0.88 4.39 0.70
H 0.29 3.09 -0.47
H -0.80 5.91 -0.17
H 0.11 6.19 -2.52
H 0.62 4.42 -2.54
H 2.13 6.98 -3.04
H 2.77 5.28 -2.95
H 3.41 6.53 -1.83
H -2.26 4.92 -2.03
H -1.64 3.50 -1.53
C 1.73 -6.65 -2.35
C 1.10 -6.13 -1.09
C 0.04 -5.13 -1.30
O -0.97 -5.69 -2.10
C -2.16 -4.90 -2.01
N 0.70 -7.24 -0.18
H 2.24 -7.62 -2.20
H 2.52 -5.93 -2.63
H 0.99 -6.89 -3.08
H 1.83 -5.59 -0.59
H 0.46 -4.27 -1.75
H -0.39 -4.87 -0.33
H -1.93 -3.91 -2.35
H -2.32 -4.77 -0.93
H -2.96 -5.42 -2.45
H 0.28 -6.82 0.66
H -0.12 -7.71 -0.57
```

Löwdin atomic charge list, values in e, 5 entries: number 1, C, carries -0.057; number 2, C, carries -0.422; number 3, C, carries -0.175; number 4, O, carries -0.188; number 5, C, carries -0.110


Formula: C19H26N4O3
Source: OMol25
Level of theory: the ωB97M-V functional and the def2-TZVPD basis

Structure (SMILES): CC[C@@H]1CCCCN1CCCNC(=O)c1c(O)nc2ccccn2c1=O
Frontier orbital gap: 7.8 eV
ΔE to the lowest compared entry with this formula, charge and spin: 0.727 eV
HOMO energy: -8.04 eV
Energy: -32229.836 eV

```
52
C19H26N4O3, DFT the ωB97M-V functional and the def2-TZVPD basis
C -4.82 -2.48 1.92
C -3.86 -1.80 0.96
C -4.23 -0.34 0.71
C -5.33 -0.18 -0.35
C -5.75 1.28 -0.43
C -4.54 2.16 -0.72
C -3.43 1.88 0.31
N -3.06 0.48 0.39
C -2.22 0.04 -0.71
C -0.75 0.20 -0.33
C 0.17 -0.30 -1.45
N 1.56 -0.12 -1.11
C 2.40 -1.14 -0.90
O 2.06 -2.32 -1.06
C 3.78 -0.80 -0.49
C 4.70 -1.85 -0.29
O 4.36 -3.10 -0.47
N 5.96 -1.63 0.08
C 6.37 -0.41 0.27
C 7.72 -0.17 0.67
C 8.18 1.09 0.88
C 7.30 2.18 0.70
C 6.02 1.95 0.33
N 5.56 0.69 0.12
C 4.19 0.54 -0.28
O 3.51 1.56 -0.40
H -4.53 -3.52 2.07
H -5.84 -2.47 1.53
H -4.82 -1.98 2.89
H -3.84 -2.36 0.02
H -2.85 -1.83 1.39
H -4.61 0.07 1.65
H -4.95 -0.51 -1.32
H -6.19 -0.81 -0.10
H -6.51 1.42 -1.21
H -6.20 1.58 0.52
H -4.17 1.95 -1.72
H -4.81 3.22 -0.68
H -2.54 2.46 0.08
H -3.78 2.18 1.30
H -2.42 0.60 -1.63
H -2.41 -1.01 -0.92
H -0.55 -0.37 0.58
H -0.53 1.25 -0.12
H 0.01 -1.36 -1.63
H -0.04 0.26 -2.37
H 1.91 0.82 -0.92
H 3.38 -3.10 -0.74
H 8.34 -1.05 0.79
H 9.20 1.26 1.18
H 7.64 3.19 0.86
H 5.29 2.73 0.17
```

Löwdin atomic charge list, values in e, 5 entries: number 1, C, carries -0.102; number 2, C, carries -0.215; number 3, C, carries -0.340; number 4, C, carries -0.149; number 5, C, carries -0.200


Formula: C2H3O2S2
Source: OMol25
Level of theory: the ωB97M-V functional and the def2-TZVPD basis

Frontier orbital gap (spin up / spin down): 5.7 / 6.3 eV
ΔE to the lowest compared entry with this formula, charge and spin: 0.000 eV
Net charge: -1
HOMO energy (spin up / spin down): -2.02 / -4.06 eV
Energy: -27886.589 eV
Spin multiplicity: 3

```
9
C2H3O2S2, DFT the ωB97M-V functional and the def2-TZVPD basis
C 1.65 0.75 0.16
C 0.28 0.03 -0.46
O 2.38 -1.74 0.81
O 3.44 -0.72 -1.15
S 1.87 2.37 0.29
S 3.08 -0.58 0.28
H -0.41 0.89 -0.67
H 0.64 -0.34 -1.48
H 0.01 -0.67 0.22
```

Löwdin atomic charge list, values in e, 5 entries: number 1, C, carries -1.013; number 2, C, carries -0.148; number 3, O, carries -0.502; number 4, O, carries -0.505; number 5, S, carries 0.390


Formula: C4H8Si
Source: OMol25
Level of theory: the ωB97M-V functional and the def2-TZVPD basis

Frontier orbital gap: 9.1 eV
ΔE to the lowest compared entry with this formula, charge and spin: 2.992 eV
HOMO energy: -8.40 eV
Energy: -12151.146 eV

```
13
C4H8Si, DFT the ωB97M-V functional and the def2-TZVPD basis
C 2.59 0.78 0.40
C 1.98 -0.21 0.13
C -1.69 1.05 -0.21
C 1.06 -1.15 -0.41
Si -1.16 -0.66 0.42
H 3.44 1.39 0.42
H -2.51 1.35 0.26
H -0.81 1.75 -0.11
H -1.82 1.26 -1.34
H 1.24 -2.16 -0.19
H 0.71 -1.02 -1.38
H -1.59 -2.02 0.11
H -1.46 -0.38 1.91
```

Löwdin atomic charge list, values in e, 5 entries: number 1, C, carries 0.075; number 2, C, carries -0.278; number 3, C, carries -0.292; number 4, C, carries -0.209; number 5, Si, carries 0.763